(1)
{"formula": "C3H2BrN3O3", "method": "wB97M-V/def2-TZVPD", "symbols": ["O", "C", "O", "C", "N", "O", "N", "C", "N", "Br", "H", "H"], "coordinates": [[2.331, -0.562, 1.175], [1.829, -0.501, 0.045], [2.406, -0.715, -1.015], [0.360, -0.058, 0.039], [-0.761, -0.731, 0.171], [-0.814, -2.073, 0.327], [-1.894, -0.014, 0.145], [-1.463, 1.198, 0.005], [-0.097, 1.209, -0.068], [1.030, 2.658, -0.239], [-0.812, -2.470, -0.558], [-2.113, 2.059, -0.027]], "forces_ev_per_angstrom": [[-1.5, 0.5, 0.4], [2.8, -0.8, 1.0], [-1.4, 0.3, -1.2], [-0.3, 0.8, -0.1], [0.2, -1.4, -0.3], [-0.1, -0.1, 0.2], [0.0, 0.1, 0.1], [-0.3, 0.2, 0.1], [0.6, 0.4, 0.0], [-0.3, -0.1, 0.0], [0.0, 0.1, 0.0], [0.3, 0.0, -0.1]], "relative_energy_kj_mol": 82.6, "homo_ha": -0.3352, "energy_ev": -83794.540, "gap_ev": 7.957, "lumo_ev": -1.1657, "largest_force_ev_per_a": 3.1, "multiplicity": 1}


(2)
{"formula": "C8H21NO2P2Ru", "method": "wB97M-V/def2-TZVPD", "symbols": ["Ru", "H", "H", "P", "P", "C", "H", "H", "H", "C", "H", "H", "H", "C", "H", "H", "H", "C", "H", "H", "H", "C", "H", "H", "H", "C", "H", "H", "H", "C", "O", "H", "O", "C", "N"], "coordinates": [[0.166, -0.002, -0.117], [-0.815, -0.688, 1.164], [-0.831, 0.617, 1.190], [-0.104, -2.309, -0.404], [-0.106, 2.314, -0.391], [1.407, 3.297, -0.011], [1.286, 4.357, -0.274], [1.629, 3.217, 1.060], [2.255, 2.882, -0.570], [-0.402, 2.736, -2.161], [-1.345, 2.274, -2.480], [-0.455, 3.822, -2.318], [0.408, 2.318, -2.771], [-1.425, 3.271, 0.459], [-1.268, 3.215, 1.542], [-1.432, 4.326, 0.151], [-2.396, 2.820, 0.222], [-0.225, -2.726, -2.198], [-0.300, -3.810, -2.363], [-1.112, -2.231, -2.615], [0.660, -2.339, -2.719], [1.334, -3.333, 0.127], [1.442, -3.261, 1.217], [1.213, -4.390, -0.151], [2.247, -2.941, -0.336], [-1.530, -3.233, 0.297], [-2.458, -2.755, -0.039], [-1.531, -4.287, -0.014], [-1.486, -3.182, 1.391], [1.719, 0.001, 0.804], [2.699, 0.000, 1.392], [0.759, 0.017, -1.564], [-0.001, 0.000, 4.507], [-0.030, 0.001, 3.367], [0.029, 0.002, 2.177]], "forces_ev_per_angstrom": [[-3.6, -3.0, -3.1], [-0.1, -0.4, -0.8], [-2.7, 1.6, 1.9], [-1.0, -2.4, -1.6], [-0.8, 3.9, -1.8], [0.2, -0.4, 0.2], [-0.1, -0.4, 0.0], [0.0, 0.1, -0.2], [-0.2, 0.1, 0.1], [0.0, -0.1, 0.1], [0.2, 0.1, 0.0], [0.0, -0.3, 0.1], [-0.2, 0.1, 0.2], [0.0, -0.3, 0.1], [-0.1, 0.0, -0.2], [0.1, -0.4, 0.0], [0.2, 0.1, 0.1], [0.0, 0.1, 0.2], [0.0, 0.3, 0.1], [0.2, -0.1, 0.1], [-0.2, -0.1, 0.2], [0.2, 0.6, 0.3], [0.0, -0.1, -0.2], [-0.2, 0.4, 0.0], [-0.2, -0.1, 0.1], [0.0, 0.2, 0.1], [0.2, -0.1, 0.1], [0.1, 0.3, 0.0], [-0.1, 0.0, -0.2], [7.7, 0.2, 3.2], [-0.6, 0.0, -0.4], [0.8, 0.0, -1.8], [-0.2, 0.0, 2.7], [0.1, -0.1, 1.5], [0.2, -0.1, -1.1]], "relative_energy_kj_mol": 134.8, "homo_ha": [-0.2916, -0.4994], "energy_ev": -35364.176, "gap_ev": [5.208, 6.471], "s_squared": 8.769, "charge": 1, "lumo_ev": [-2.7266, -7.1174], "largest_force_ev_per_a": 8.3, "multiplicity": 6}


(3)
{"formula": "C8H22NP2", "method": "wB97M-V/def2-TZVPD", "symbols": ["C", "C", "C", "C", "C", "C", "C", "P", "C", "P", "N", "H", "H", "H", "H", "H", "H", "H", "H", "H", "H", "H", "H", "H", "H", "H", "H", "H", "H", "H", "H", "H", "H"], "coordinates": [[3.731, -1.049, 1.160], [3.547, -0.278, -0.144], [2.242, -0.597, -0.898], [1.380, 0.628, -1.177], [0.880, 1.355, 0.066], [0.204, 0.461, 1.097], [-0.897, -0.442, 0.534], [-2.207, 0.446, -0.313], [-3.234, 1.401, 0.782], [-3.573, -1.089, -1.213], [-4.621, -1.458, -0.136], [3.182, -0.599, 1.987], [3.398, -2.081, 1.048], [4.778, -1.082, 1.455], [4.385, -0.513, -0.799], [3.609, 0.792, 0.056], [1.688, -1.361, -0.343], [2.487, -1.051, -1.858], [0.543, 0.353, -1.829], [1.983, 1.329, -1.758], [1.719, 1.856, 0.546], [0.193, 2.154, -0.228], [0.939, -0.186, 1.574], [-0.221, 1.077, 1.892], [-1.410, -0.976, 1.339], [-0.520, -1.193, -0.163], [-1.688, 1.267, -1.313], [-4.204, 0.900, 0.828], [-3.353, 2.414, 0.406], [-2.804, 1.425, 1.780], [-3.963, -0.548, -2.446], [-2.618, -2.071, -1.512], [-5.577, -1.274, -0.415]], "forces_ev_per_angstrom": [[0.0, 0.0, 0.0], [0.1, -0.1, -0.1], [0.1, 0.0, 0.1], [0.1, 0.1, -0.1], [0.0, 0.0, 0.0], [0.0, 0.0, 0.1], [0.0, 0.0, 0.1], [0.0, -0.2, -0.4], [-0.2, 0.2, 0.1], [-0.3, -0.2, 0.4], [0.0, 0.1, -0.3], [-0.1, 0.0, 0.0], [0.0, -0.1, 0.0], [0.0, 0.1, 0.0], [0.0, 0.1, 0.0], [0.1, 0.1, 0.0], [-0.1, 0.0, 0.0], [0.0, -0.1, 0.0], [-0.1, -0.1, 0.0], [-0.1, 0.1, -0.1], [0.0, 0.0, 0.1], [0.0, 0.1, 0.0], [0.0, -0.1, 0.0], [0.0, 0.0, 0.1], [0.0, -0.1, 0.0], [0.1, 0.0, 0.0], [0.1, 0.1, 0.0], [0.0, 0.0, 0.1], [0.0, 0.1, 0.0], [0.1, 0.0, 0.1], [0.2, 0.1, -0.2], [0.1, 0.0, -0.1], [-0.1, -0.1, 0.3]], "relative_energy_kj_mol": 0.0, "homo_ha": -0.4910, "energy_ev": -28712.986, "gap_ev": 10.227, "charge": 1, "lumo_ev": -3.1342, "largest_force_ev_per_a": 0.5, "multiplicity": 1}


(4)
{"formula": "C14H28N2O10S", "method": "wB97M-V/def2-TZVPD", "symbols": ["O", "N", "O", "C", "N", "S", "C", "O", "O", "H", "H", "H", "H", "C", "C", "O", "C", "C", "O", "H", "H", "H", "H", "H", "H", "H", "H", "C", "C", "O", "C", "C", "O", "H", "H", "H", "H", "H", "H", "H", "H", "C", "C", "O", "C", "C", "O", "H", "H", "H", "H", "H", "H", "H", "H"], "coordinates": [[3.395, -4.275, 2.080], [3.262, -3.516, 1.219], [1.866, -3.159, 1.092], [1.372, -3.629, -0.176], [0.003, -4.132, -0.050], [-0.079, -5.839, -0.415], [-0.623, -3.799, 1.185], [-0.612, -4.440, 2.202], [-1.293, -2.630, 1.091], [1.395, -2.832, -0.924], [1.997, -4.447, -0.511], [-0.704, -6.333, 0.665], [-1.545, -2.556, 0.163], [0.608, 2.315, -1.644], [1.002, 1.356, -2.742], [0.985, -0.006, -2.293], [-0.126, -0.747, -2.273], [-1.469, -0.088, -2.473], [-0.027, -1.924, -2.026], [-0.411, 2.138, -1.308], [0.677, 3.343, -1.996], [1.263, 2.195, -0.780], [0.382, 1.473, -3.632], [2.029, 1.542, -3.050], [-1.893, 0.146, -1.497], [-2.120, -0.795, -2.983], [-1.442, 0.820, -3.068], [2.972, -1.124, 3.976], [4.011, -0.428, 3.123], [4.274, 0.903, 3.577], [5.155, 1.187, 4.553], [5.711, 0.066, 5.401], [5.431, 2.332, 4.769], [3.306, -1.241, 5.007], [2.744, -2.110, 3.576], [2.052, -0.541, 4.001], [4.939, -0.998, 3.046], [3.632, -0.314, 2.109], [5.107, -0.023, 6.302], [6.728, 0.327, 5.682], [5.750, -0.898, 4.900], [-6.318, 2.005, -2.951], [-5.358, 2.137, -1.787], [-3.998, 2.232, -2.225], [-3.421, 3.389, -2.594], [-4.276, 4.613, -2.817], [-2.239, 3.400, -2.799], [-6.292, 2.882, -3.597], [-7.338, 1.874, -2.590], [-6.051, 1.144, -3.563], [-5.611, 2.971, -1.132], [-5.396, 1.238, -1.175], [-4.522, 4.678, -3.876], [-3.695, 5.488, -2.536], [-5.193, 4.631, -2.234]], "forces_ev_per_angstrom": [[0.3, 0.1, 0.3], [-0.2, -0.4, -0.2], [-0.3, -0.1, -0.1], [0.4, 0.8, -0.5], [0.1, -1.0, 0.5], [-0.1, -0.3, -0.4], [-0.5, 0.1, 1.0], [0.0, 0.3, -0.9], [0.0, -0.4, 0.1], [0.0, -0.1, 0.4], [0.1, -0.2, -0.1], [0.2, 0.3, 0.2], [0.3, 0.4, -0.3], [0.0, -0.1, 0.3], [0.0, 0.3, 0.0], [0.3, -0.1, -0.2], [-0.3, 0.2, 0.2], [0.0, 0.0, -0.5], [-0.2, 0.1, -0.2], [-0.1, 0.1, -0.1], [0.0, 0.0, 0.0], [0.1, 0.0, -0.1], [-0.1, 0.0, 0.0], [0.1, -0.2, 0.0], [0.0, 0.0, 0.0], [0.0, -0.1, 0.2], [0.0, 0.1, 0.2], [0.0, 0.1, 0.2], [-0.1, -0.2, 0.0], [0.0, 0.1, -0.3], [0.0, -0.2, 0.3], [0.3, -0.2, -0.3], [0.0, 0.2, 0.0], [0.1, -0.1, 0.0], [0.0, 0.0, 0.0], [0.0, 0.0, -0.1], [0.0, 0.0, 0.1], [0.0, 0.1, 0.0], [0.0, 0.0, 0.0], [-0.1, 0.1, 0.1], [-0.1, 0.0, 0.1], [0.1, 0.1, -0.1], [-0.3, 0.0, -0.1], [0.1, -0.2, 0.2], [-0.2, 0.2, -0.2], [-0.1, 0.1, 0.4], [0.2, -0.1, 0.0], [0.0, 0.0, 0.1], [0.0, 0.0, 0.0], [0.0, -0.1, 0.0], [0.0, 0.0, 0.0], [0.1, 0.0, 0.0], [0.0, 0.0, 0.0], [0.1, 0.0, -0.1], [-0.1, -0.1, -0.1]], "homo_ha": -0.3218, "energy_ev": -49258.613, "gap_ev": 8.517, "lumo_ev": -0.2398, "largest_force_ev_per_a": 1.1, "multiplicity": 1, "smiles": "O=NOCN(S)C(=O)O.CCOC(C)=O.CCOC(C)=O.CCOC(C)=O"}